# 1
Computed, not measured: C26H34Cl2F6N2OPdSSb as an isolated structure, with ωB97M-V with the def2-TZVPD basis set.

M ... 835.712 g/mol
Energy relative to the best compared isomer or geometry (same formula, charge and spin) ... 0.293 eV
Frontier orbital gap (alpha / beta) ... 8.81 / 4.77 eV
LUMO (alpha / beta) ... -6.10 / -10.13 eV
Highest occupied orbital energy (alpha / beta) ... -14.91 / -14.90 eV

```
! RIJCOSX wB97M-V def2-TZVPD def2/J DEFGRID3
* xyz 2 4
Pd 1.558 -0.448 -1.264
C -5.519 -0.279 -0.816
C -4.689 -1.322 -0.052
C -5.068 -2.734 -0.526
C -4.991 -1.200 1.441
C -3.219 -1.093 -0.359
C -2.756 -1.155 -1.677
C -1.420 -0.974 -1.947
N -0.529 -0.723 -0.981
C -0.937 -0.656 0.297
C -2.269 -0.839 0.628
C 0.133 -0.433 1.307
C -0.093 -0.247 2.653
C 0.980 -0.088 3.541
C 2.258 -0.123 2.994
C 2.426 -0.300 1.633
N 1.385 -0.454 0.817
C 0.715 0.084 5.028
C 2.003 0.324 5.813
C 0.045 -1.201 5.544
C -0.228 1.278 5.238
H -6.577 -0.433 -0.604
H -5.387 -0.361 -1.896
H -5.259 0.736 -0.511
H -6.116 -2.925 -0.295
H -4.468 -3.496 -0.024
H -4.941 -2.853 -1.602
H -6.055 -1.365 1.605
H -4.752 -0.207 1.829
H -4.455 -1.949 2.029
H -3.431 -1.365 -2.495
H -1.031 -1.052 -2.954
H -2.566 -0.804 1.664
H -1.105 -0.229 3.029
H 3.137 -0.013 3.611
H 3.406 -0.341 1.173
H 2.690 -0.521 5.743
H 1.759 0.455 6.867
H 2.522 1.226 5.482
H 0.677 -2.074 5.375
H -0.920 -1.377 5.065
H -0.128 -1.112 6.616
H 0.200 2.198 4.835
H -0.390 1.426 6.306
H -1.206 1.121 4.781
F 2.943 -1.044 -3.030
Sb 4.694 -0.547 -2.305
F 3.559 0.751 -1.341
F 4.730 0.738 -3.676
F 6.198 0.098 -1.438
F 5.554 -1.877 -3.262
F 4.224 -1.659 -0.843
Cl 1.186 -3.177 -1.135
C 2.357 -4.537 -1.461
Cl 3.326 -4.288 -2.878
H 1.715 -5.399 -1.598
H 2.973 -4.614 -0.574
C 1.855 4.552 -1.187
S 0.743 3.232 -1.690
O 1.042 2.038 -0.870
C 0.880 2.930 -3.393
C 1.975 2.176 -3.836
C 2.094 1.951 -5.194
C 1.139 2.464 -6.068
C 0.057 3.209 -5.605
C -0.092 3.446 -4.253
H 2.854 4.239 -1.491
H 1.756 4.635 -0.106
H 1.533 5.464 -1.688
H 2.736 1.824 -3.150
H 2.940 1.385 -5.558
H 1.238 2.290 -7.132
H -0.666 3.601 -6.308
H -0.933 4.013 -3.874
*
```


# 2
Computed, not measured: C26H34InN5O7S as an isolated structure, with ωB97M-V with the def2-TZVPD basis set.

M ... 675.471 g/mol
Energy relative to the best compared isomer or geometry (same formula, charge and spin) ... 0.000 eV
Frontier orbital gap ... 8.80 eV
LUMO ... 0.30 eV
Highest occupied orbital energy ... -8.50 eV

```
! RIJCOSX wB97M-V def2-TZVPD def2/J DEFGRID3
* xyz 0 1
In 0.607 -1.935 1.169
O 0.871 -4.271 4.318
S 0.839 -3.427 3.170
O -0.554 -3.174 2.588
O 1.350 -2.015 3.373
O 1.615 -3.911 1.966
C -2.544 5.610 0.975
O -2.214 4.266 0.672
C -2.873 3.673 -0.362
C -3.792 4.304 -1.182
C -4.424 3.586 -2.194
C -4.153 2.243 -2.365
C -3.242 1.602 -1.533
C -2.578 2.311 -0.547
N -1.644 1.756 0.348
C -0.941 0.596 0.220
N -0.641 0.244 -1.050
C -0.140 -0.947 -1.634
C 0.353 -2.042 -0.942
C 0.805 -3.142 -1.684
C 0.779 -3.140 -3.064
C 0.290 -2.032 -3.753
C -0.175 -0.943 -3.043
O -0.683 0.194 -3.611
C -0.779 0.243 -5.023
N -0.543 -0.063 1.278
C -1.105 0.301 2.538
C -0.285 0.795 3.543
C -0.810 1.130 4.780
C -2.167 0.968 5.018
C -2.989 0.455 4.026
C -2.465 0.110 2.790
O -3.309 -0.379 1.827
C -3.101 -1.752 1.477
H -1.953 5.875 1.847
H -3.606 5.708 1.209
H -2.287 6.273 0.146
H -4.020 5.350 -1.042
H -5.136 4.087 -2.834
H -4.660 1.675 -3.133
H -3.067 0.542 -1.650
H -1.642 2.162 1.273
H -0.877 0.943 -1.740
H 1.186 -4.011 -1.160
H 1.134 -3.997 -3.621
H 0.270 -2.032 -4.833
H 0.209 0.182 -5.484
H -1.233 1.201 -5.261
H -1.410 -0.565 -5.399
H 0.774 0.895 3.345
H -0.157 1.504 5.557
H -2.585 1.222 5.983
H -4.046 0.298 4.192
H -4.048 -2.113 1.082
H -2.803 -2.338 2.347
H -2.332 -1.854 0.706
C 4.919 -0.521 -1.895
C 4.705 -1.125 -0.512
C 4.920 -2.642 -0.574
C 5.655 -0.491 0.496
N 3.317 -0.768 -0.149
N 2.846 -1.341 1.064
H 5.945 -0.683 -2.225
H 4.721 0.551 -1.877
H 4.254 -0.984 -2.628
H 5.906 -2.866 -0.984
H 4.173 -3.112 -1.217
H 4.874 -3.113 0.410
H 6.689 -0.681 0.208
H 5.517 -0.907 1.496
H 5.497 0.587 0.542
H 2.696 -1.106 -0.881
H 3.077 -0.747 1.853
H 3.220 -2.272 1.263
*
```


# 3
Computed, not measured: a 6-piece molecular cluster, C26H34N3O19S overall at a distorted geometry, with ωB97M-V with the def2-TZVPD basis set.

M ... 724.627 g/mol
Frontier orbital gap ... 8.55 eV
LUMO ... -4.00 eV
Highest occupied orbital energy ... -12.55 eV

```
! RIJCOSX wB97M-V def2-TZVPD def2/J DEFGRID3
* xyz 1 1
C -1.022 2.653 -3.040
C -1.509 1.362 -3.630
N -2.311 1.388 -4.603
C -1.037 0.008 -3.076
N -1.648 -0.211 -1.737
C -2.933 -0.644 -1.685
N -3.642 -0.854 -2.835
C -3.564 -0.811 -0.437
C -2.874 -0.533 0.713
C -3.527 -0.672 2.055
O -3.600 -1.687 2.649
O -4.078 0.496 2.533
S -2.876 1.514 3.125
C -1.541 -0.115 0.636
C -0.944 0.048 -0.586
C 0.480 0.497 -0.711
C 1.149 0.797 0.609
O 1.462 1.887 0.943
O 1.435 -0.263 1.411
H 0.027 2.622 -2.764
H -1.620 2.973 -2.187
H -1.135 3.408 -3.809
H -2.504 0.434 -4.908
H 0.038 -0.071 -3.036
H -1.376 -0.735 -3.774
H -4.526 -1.304 -2.632
H -3.190 -1.429 -3.540
H -4.585 -1.152 -0.384
H -2.670 2.460 2.178
H -1.018 0.079 1.555
H 0.601 1.365 -1.343
H 1.048 -0.312 -1.182
H 0.853 -0.996 1.167
C 2.736 -4.242 -3.833
C 2.828 -3.250 -2.694
O 2.039 -2.151 -3.189
C 1.180 -2.637 -4.114
O 0.286 -2.001 -4.589
O 1.464 -3.910 -4.421
H 2.747 -5.276 -3.503
H 3.514 -4.097 -4.582
H 2.372 -3.623 -1.776
H 3.844 -2.929 -2.482
C -1.288 3.520 7.275
C -2.595 4.284 7.311
O -2.531 5.050 6.101
C -1.700 4.426 5.247
O -1.562 4.715 4.100
O -1.037 3.416 5.865
H -1.353 2.534 7.727
H -0.467 4.071 7.737
H -3.465 3.628 7.264
H -2.687 4.937 8.173
C 1.971 2.195 4.548
C 2.181 3.566 3.957
O 3.269 4.078 4.737
C 3.957 3.024 5.241
O 5.003 3.094 5.791
O 3.279 1.859 5.023
H 1.629 1.470 3.812
H 1.278 2.204 5.390
H 2.486 3.525 2.911
H 1.305 4.204 4.048
C -2.230 -3.638 -7.622
C -3.120 -4.343 -6.620
O -3.436 -3.282 -5.703
C -3.293 -2.107 -6.360
O -3.641 -1.052 -5.923
O -2.707 -2.287 -7.553
H -2.327 -4.026 -8.631
H -1.178 -3.651 -7.332
H -4.046 -4.709 -7.064
H -2.623 -5.160 -6.105
C 4.878 -1.830 3.272
C 4.497 -0.559 2.545
O 5.475 -0.498 1.498
C 5.923 -1.755 1.268
O 6.600 -2.073 0.346
O 5.478 -2.605 2.226
H 4.025 -2.357 3.692
H 5.615 -1.659 4.058
H 3.512 -0.618 2.080
H 4.549 0.324 3.177
*
```